1.
22
Properties=species:S:1:pos:R:3 method="wB97M-V/def2-TZVPD" lumo_ha=-0.0220 e_homo_ev=-6.3 total_charge=0
C 0.551 1.430 -0.940
C 0.223 0.326 -1.945
C -1.044 0.193 -2.447
C -1.491 -0.729 -3.378
H -0.351 2.078 -0.806
H 1.413 2.045 -1.178
H 1.108 -0.210 -2.276
H -1.794 0.838 -1.980
H -2.497 -0.809 -3.683
H -0.805 -1.406 -3.861
C -1.877 -0.008 2.068
C -0.411 -0.280 2.421
S 0.896 0.289 0.765
C 2.149 -1.249 1.611
H -2.519 -0.285 2.899
H -2.207 -0.651 1.247
H -2.116 1.057 1.861
H -0.195 -1.337 2.638
H -0.100 0.332 3.310
H 2.792 -0.675 2.308
H 1.570 -2.071 2.175
H 2.769 -1.621 0.776



2.
37
Properties=species:S:1:pos:R:3 method="wB97M-V/def2-TZVPD" lumo_ha="-0.0010 / -0.1040" e_homo_ev="-11.6 / -11.6" spin_multiplicity=2 total_charge=0 s2=0.75
Li 0.927 0.251 0.963
C 3.153 1.514 1.873
O 2.651 0.240 2.003
H 2.486 2.249 1.423
H 3.426 1.814 2.885
H 4.102 1.590 1.342
As -1.288 0.581 3.881
F -0.183 2.006 4.028
F -2.528 1.651 3.232
F -2.404 -0.823 3.615
F 0.009 -0.437 4.575
F -1.941 0.901 5.521
F -0.722 0.311 2.200
C 1.135 0.067 -3.950
O 1.573 0.486 -2.668
C 0.859 1.364 -1.923
O 0.968 1.480 -0.714
O -0.087 2.002 -2.677
C -1.051 2.863 -2.076
H 0.275 -0.561 -3.718
H 1.839 -0.357 -4.666
H 0.746 0.962 -4.435
H -1.798 3.235 -2.776
H -0.590 3.703 -1.556
H -1.576 2.403 -1.239
C 0.146 -3.471 1.432
O -0.722 -3.392 0.408
C -0.767 -2.302 -0.356
O -0.091 -1.263 -0.135
O -1.678 -2.587 -1.304
C -1.994 -1.688 -2.393
H -0.145 -4.195 2.193
H 0.306 -2.488 1.875
H 1.130 -3.802 1.100
H -2.178 -2.198 -3.338
H -1.146 -1.023 -2.559
H -2.843 -1.086 -2.069



3.
24
Properties=species:S:1:pos:R:3 method="wB97M-V/def2-TZVPD" lumo_ha="0.0023 / 0.0304" e_homo_ev="-6.9 / -6.8" total_charge=0
B -1.315 -0.459 0.058
C 1.886 0.647 -0.001
C 0.610 1.352 0.451
C 2.139 -0.763 0.445
C -0.695 0.984 -0.282
C 2.779 -1.792 -0.360
C -1.530 2.290 -0.210
C -3.296 -1.902 0.176
O -2.574 -0.710 -0.030
H 2.075 0.574 -1.147
H 2.681 1.292 0.289
H 0.607 1.331 1.582
H 0.897 2.471 0.365
H 1.479 -0.963 1.342
H -0.637 0.692 -1.378
H 3.200 -2.597 0.367
H 3.495 -1.401 -0.967
H 1.966 -2.248 -0.914
H -2.373 2.297 -0.922
H -0.935 3.093 -0.292
H -1.903 2.326 0.747
H -4.242 -1.876 -0.209
H -3.423 -2.018 1.258
H -2.737 -2.842 -0.386



4.
26
Properties=species:S:1:pos:R:3 method="wB97M-V/def2-TZVPD" lumo_ha=0.0857 e_homo_ev=-0.8 total_charge=-1
C 2.022 3.250 -0.371
Ba 0.056 1.127 -1.230
N -0.949 -0.530 -1.937
N -0.926 2.590 -2.649
H -1.724 -0.767 -1.301
H 1.934 2.354 -1.003
H 2.902 3.212 0.286
H 1.120 3.367 0.257
H 2.349 4.092 -1.118
H -1.950 2.623 -2.544
H -0.744 2.409 -3.646
H -0.606 3.556 -2.492
H -1.352 -0.438 -2.880
H -0.322 -1.349 -1.956
Se 0.033 1.120 2.089
C -0.075 -0.797 1.977
C 1.039 -1.588 2.286
C 0.958 -2.982 2.190
C -0.235 -3.587 1.783
C -1.348 -2.800 1.473
C -1.269 -1.407 1.571
H 1.967 -1.125 2.598
H 1.819 -3.593 2.429
H -0.297 -4.666 1.708
H -2.271 -3.269 1.156
H -2.132 -0.802 1.326



5.
28
Properties=species:S:1:pos:R:3 method="wB97M-V/def2-TZVPD" lumo_ha=-0.2213 e_homo_ev=-13.2 total_charge=+1
C 0.237 4.700 -0.110
C 0.711 3.331 -0.721
P 0.491 2.114 0.707
C -1.243 1.416 0.488
S 1.953 0.522 0.485
C 3.286 1.054 1.654
Br 1.186 -1.376 1.328
H 0.984 4.991 0.638
H 0.085 5.457 -0.880
H -0.688 4.478 0.448
H 0.070 3.053 -1.571
H 1.763 3.354 -1.040
H -1.234 0.321 0.526
H -1.718 1.809 -0.421
H -1.817 1.829 1.331
H 3.056 0.647 2.647
H 4.264 0.748 1.272
H 3.214 2.150 1.741
C -1.179 -3.176 -0.535
C -1.001 -4.635 -0.201
O -2.031 -5.255 -0.966
C -2.336 -4.428 -1.998
O -3.030 -4.718 -2.908
O -1.733 -3.218 -1.845
H -0.239 -2.621 -0.532
H -1.889 -2.677 0.133
H -0.034 -5.025 -0.529
H -1.127 -4.846 0.860



6.
24
Properties=species:S:1:pos:R:3 method="wB97M-V/def2-TZVPD" lumo_ha=0.0289 e_homo_ev=-10.0 total_charge=0
C 1.681 -0.423 1.912
C 1.078 0.075 0.882
C 1.348 1.587 0.382
C 0.222 2.472 0.893
Br 2.995 2.377 1.251
Si -0.156 -0.917 -0.184
C -0.460 -2.762 0.257
C 0.259 -1.028 -1.969
C -1.985 -0.349 -0.095
H 1.301 -1.440 2.170
H 2.427 0.033 2.568
H 1.423 1.523 -0.650
H 0.127 2.636 1.973
H -0.743 2.343 0.354
H 0.239 3.573 0.581
H -0.625 -3.207 -0.747
H 0.389 -3.232 0.839
H -1.249 -2.820 0.952
H -0.115 -1.751 -2.658
H -0.207 -0.174 -2.463
H 1.339 -1.142 -2.125
H -2.230 -0.493 1.002
H -2.409 0.625 -0.422
H -2.538 -1.106 -0.678



7.
29
Properties=species:S:1:pos:R:3 method="wB97M-V/def2-TZVPD" lumo_ha="-0.3943 / -0.3354" e_homo_ev="-16.3 / -16.0" total_charge=+2
I 3.684 2.231 -0.364
I 2.782 -2.687 -0.263
Lu 1.053 -0.803 0.428
P -0.634 0.036 -2.382
C 0.495 0.069 -3.785
C -1.685 -1.385 -2.761
H -2.408 1.514 -1.885
H -2.155 1.335 -3.615
H -1.081 2.357 -2.667
C -1.687 1.473 -2.673
H -2.411 -1.474 -1.992
H -2.136 -1.189 -3.693
H -0.148 0.056 -4.657
H 1.097 -0.831 -3.680
H -1.076 -2.259 -2.793
H 1.016 1.021 -3.738
C 1.483 0.319 -1.388
O 2.357 0.485 -2.152
Cl -1.664 -0.146 0.297
C -0.750 0.695 4.307
C 0.434 0.014 3.783
C 1.344 -0.622 4.718
O 0.639 -0.207 2.561
H -0.721 0.494 5.342
H -1.620 0.212 3.883
H -0.796 1.755 4.197
H 1.185 -1.707 4.588
H 2.419 -0.386 4.685
H 0.985 -0.372 5.700



8.
23
Properties=species:S:1:pos:R:3 method="wB97M-V/def2-TZVPD" lumo_ha=0.0314 e_homo_ev=-10.0 total_charge=0
C 0.569 1.364 -0.853
C 0.745 0.003 -0.171
C 1.727 0.084 1.005
C 1.046 -1.062 -1.183
C -0.758 -0.431 0.530
C -1.787 -1.052 -0.421
C -1.350 0.872 1.239
F -0.414 -1.301 1.577
H -0.442 1.425 -1.310
H 0.738 2.024 -0.090
H 1.097 1.508 -1.856
H 1.804 -0.867 1.486
H 2.681 0.287 0.563
H 1.421 0.796 1.777
H 0.732 -1.979 -0.693
H 2.186 -1.054 -1.476
H 0.381 -0.834 -1.955
H -1.615 -2.060 -0.781
H -2.815 -0.823 -0.167
H -1.611 -0.395 -1.291
H -0.572 1.226 1.860
H -2.250 0.607 1.748
H -1.512 1.661 0.462



9.
56
Properties=species:S:1:pos:R:3 method="wB97M-V/def2-TZVPD" lumo_ha=0.0618 e_homo_ev=-6.6 total_charge=-1
Hf 0.328 0.146 0.248
C -0.090 4.503 2.338
F -1.035 5.377 2.759
F 1.118 5.069 2.562
F -0.152 3.415 3.158
S -0.403 3.965 0.510
O -0.132 2.527 0.568
O -1.758 4.391 0.186
O 0.644 4.704 -0.284
C 0.313 -3.442 3.522
F -0.399 -3.894 2.402
F -0.500 -2.707 4.351
F 0.983 -4.329 4.183
S 1.697 -2.316 2.757
O 1.011 -1.386 1.836
O 2.273 -1.604 3.892
O 2.541 -3.278 2.094
C 4.383 1.140 -1.875
F 5.180 0.842 -0.865
F 5.170 1.782 -2.759
F 4.026 0.031 -2.424
S 2.972 2.336 -1.421
O 2.449 2.906 -2.659
O 1.992 1.469 -0.699
O 3.519 3.453 -0.602
C -3.470 0.481 -2.664
F -2.225 0.274 -3.198
F -4.126 1.354 -3.379
F -4.095 -0.684 -2.736
S -3.311 1.138 -0.886
O -1.933 0.790 -0.354
O -3.549 2.607 -0.904
O -4.331 0.568 -0.118
C -2.761 -3.057 -0.556
C -1.232 -3.103 -0.922
C -0.980 -3.070 -2.400
O -0.690 -1.949 -0.386
H -2.971 -2.808 0.484
H -3.169 -4.053 -0.723
H -3.240 -2.283 -1.156
H -0.846 -4.044 -0.528
H -1.358 -2.151 -2.849
H -1.513 -3.954 -2.751
H 0.071 -3.344 -2.493
O 1.660 1.135 1.896
H 1.394 1.405 2.775
H 2.616 1.107 1.933
O 2.272 -1.069 -0.445
H 3.046 -1.186 0.106
H 2.530 -1.417 -1.299
O -1.244 0.298 2.083
H -2.174 0.078 2.123
H -1.056 0.703 2.930
O 0.212 0.279 -2.078
H 0.196 -0.306 -2.835
H 0.145 1.158 -2.451



10.
23
Properties=species:S:1:pos:R:3 method="wB97M-V/def2-TZVPD" lumo_ha=0.0387 e_homo_ev=-8.8 total_charge=0
C 2.435 -1.785 -0.956
C 1.217 -1.289 -1.106
C 0.142 -2.023 -1.913
C 0.813 0.067 -0.570
C -0.503 0.103 0.163
C -0.554 1.176 1.261
C -1.895 1.147 2.004
N -0.273 2.472 0.686
H 2.695 -2.772 -1.330
H 3.211 -1.243 -0.447
H -0.540 -1.278 -2.311
H -0.335 -2.698 -1.199
H 0.533 -2.649 -2.702
H 1.657 0.411 0.027
H 0.884 0.753 -1.423
H -0.797 -0.848 0.617
H -1.364 0.234 -0.511
H 0.221 0.926 1.981
H -1.809 1.830 2.854
H -2.695 1.508 1.337
H -2.270 0.149 2.262
H -0.913 2.686 -0.057
H 0.141 3.122 1.330



11.
23
Properties=species:S:1:pos:R:3 method="wB97M-V/def2-TZVPD" lumo_ha=0.0278 e_homo_ev=-8.5 total_charge=0
C -2.508 -0.681 -0.045
C -1.669 0.727 0.189
C -0.321 0.636 0.074
C 0.040 2.006 -0.237
C 0.832 -0.377 0.063
C 1.934 0.101 -0.754
C 0.493 -1.805 -0.223
H -3.817 -0.675 0.445
H -2.441 -1.359 -0.999
H -2.144 -1.528 0.654
H -2.480 1.441 0.290
H -0.674 2.802 -0.717
H 0.906 1.821 -1.023
H 0.406 2.605 0.784
H 1.679 -0.077 -1.733
H 2.553 -0.870 -0.637
H 2.585 0.953 -0.567
H 1.274 -2.628 -0.380
H -0.498 -1.701 -0.950
H 0.020 -2.378 0.763
H 2.187 0.558 1.344
H 0.293 0.584 2.111
N 1.348 -0.156 1.547



12.
23
Properties=species:S:1:pos:R:3 method="wB97M-V/def2-TZVPD" lumo_ha=0.0348 e_homo_ev=-8.9 total_charge=0
C 0.806 -1.729 -1.567
C 1.374 -0.937 -0.425
C 1.715 0.370 -0.472
C 1.189 1.402 -1.410
H 1.598 -2.228 -2.127
H 0.162 -2.522 -1.186
H 0.219 -1.108 -2.238
H 1.930 -1.560 0.268
H 2.379 0.748 0.295
H 0.499 0.991 -2.142
H 2.027 1.849 -1.950
H 0.678 2.173 -0.832
C -1.556 -0.969 0.889
C -0.839 0.270 1.362
C -1.720 1.550 1.138
N -0.024 0.392 2.333
H -0.874 -1.817 0.931
H -2.425 -1.186 1.509
H -1.916 -0.831 -0.130
H -2.655 1.352 1.660
H -1.953 1.723 0.089
H -1.282 2.422 1.614
H 0.668 -0.353 2.390



13.
23
Properties=species:S:1:pos:R:3 method="wB97M-V/def2-TZVPD" lumo_ha=0.0411 e_homo_ev=-8.9 total_charge=0
C 0.213 -1.100 -2.513
C -0.693 -0.171 -1.776
C -1.142 0.985 -2.244
C -2.033 1.907 -1.474
H 1.170 -1.190 -1.996
H -0.210 -2.102 -2.578
H 0.395 -0.744 -3.523
H -1.005 -0.422 -0.768
H -0.832 1.292 -3.239
H -2.323 1.457 -0.526
H -2.940 2.131 -2.041
H -1.542 2.858 -1.264
C 1.893 0.973 1.971
N 1.437 -0.037 1.377
C 1.009 -1.154 2.209
C -0.510 -1.263 2.200
H 1.999 1.040 3.060
H 2.216 1.844 1.406
H 1.420 -2.061 1.756
H 1.395 -1.077 3.232
H -0.843 -2.027 2.902
H -0.972 -0.321 2.489
H -0.881 -1.532 1.215



14.
23
Properties=species:S:1:pos:R:3 method="wB97M-V/def2-TZVPD" lumo_ha=-0.0653 e_homo_ev=-5.4 total_charge=0
C 1.201 -3.144 1.370
C 2.015 -2.557 0.277
C -2.268 0.595 0.804
N -0.102 -0.561 -0.902
C -0.289 0.810 -0.694
C -1.402 1.346 -0.044
C -1.462 2.826 -0.147
C 0.779 1.734 -1.326
H 1.865 -3.960 0.931
H 0.139 -3.488 1.323
H 1.190 -2.915 2.514
H 2.546 -1.713 0.633
H 2.682 -3.218 -0.365
H -3.340 1.056 0.971
H -1.808 -0.353 1.120
H -1.004 -1.049 -0.920
H 0.566 -1.012 -0.318
H -1.184 3.286 -1.129
H -2.526 3.097 -0.085
H -0.768 3.203 0.604
H 0.396 2.502 -2.044
H 1.319 2.366 -0.603
H 1.457 1.150 -1.972



15.
24
Properties=species:S:1:pos:R:3 method="wB97M-V/def2-TZVPD" lumo_ha=-0.1111 e_homo_ev=-13.3 total_charge=+1
C 0.519 0.541 1.939
C -0.450 1.394 1.145
C -0.574 1.176 -0.146
C -1.490 2.047 -0.977
N 0.417 0.210 -0.788
C 1.398 1.071 -1.396
C 0.654 -1.063 -0.678
N 0.200 -2.244 -0.234
C -0.860 -3.001 0.493
H 0.960 -0.367 1.483
H 0.114 0.341 2.982
H 1.447 1.143 1.994
H -1.008 2.172 1.797
H -1.100 2.988 -1.578
H -2.336 2.483 -0.370
H -1.988 1.546 -1.818
H 1.776 0.574 -2.224
H 1.025 2.001 -1.839
H 2.192 1.318 -0.688
H 1.716 -1.240 -1.049
H 0.947 -2.876 -0.601
H -1.854 -2.577 0.613
H -0.865 -3.988 0.034
H -0.433 -3.133 1.497



16.
25
Properties=species:S:1:pos:R:3 method="wB97M-V/def2-TZVPD" lumo_ha=-0.1837 e_homo_ev=-11.4 total_charge=+1
C -2.096 -0.542 -1.178
C 0.981 1.476 2.400
C -0.875 -0.810 -1.201
C -2.713 0.791 -0.763
C 1.074 -2.103 -0.322
C 1.506 -0.328 -2.116
C 0.423 -1.252 -1.468
N 1.006 1.558 3.724
N 0.047 1.345 1.532
O 0.191 1.180 0.265
H -2.970 -1.112 -1.461
H 1.953 1.268 1.914
H -3.507 0.839 -0.043
H -1.924 1.494 -0.588
H -3.117 1.336 -1.637
H 2.138 -2.098 -0.384
H 0.747 -3.139 -0.476
H 0.802 -1.743 0.603
H 2.060 0.094 -1.289
H 2.104 -0.986 -2.797
H 0.969 0.337 -2.688
H 0.234 -1.894 -2.277
H 1.872 1.617 4.213
H 0.176 1.429 4.233
H -1.081 1.242 1.805



17.
31
Properties=species:S:1:pos:R:3 method="wB97M-V/def2-TZVPD" lumo_ha=0.0159 e_homo_ev=-9.8 total_charge=0
C 1.037 -2.149 -0.423
O -0.255 -1.597 -0.619
C -0.498 -0.382 0.056
C -0.523 -0.630 1.593
N -1.323 -1.811 1.983
N 0.309 0.754 -0.347
C 1.407 1.082 0.543
C 1.190 2.309 1.411
O 2.397 0.462 0.658
C 0.619 0.811 -1.722
C 1.927 1.510 -2.091
O -0.073 0.401 -2.577
P -2.282 0.082 -0.433
O -2.351 1.415 -0.992
O -2.803 -0.926 -1.580
O -3.238 0.040 0.876
H 1.058 -3.079 -0.989
H 1.269 -2.406 0.612
H 1.798 -1.517 -0.876
H -1.000 0.230 2.068
H 0.465 -0.817 2.002
H -1.898 -2.133 1.212
H -0.656 -2.564 2.117
H 0.202 2.270 1.867
H 1.906 2.270 2.228
H 1.339 3.235 0.858
H 2.797 0.883 -1.913
H 1.905 1.736 -3.151
H 2.009 2.472 -1.578
H -2.602 -1.841 -1.321
H -4.132 -0.109 0.528



18.
25
Properties=species:S:1:pos:R:3 method="wB97M-V/def2-TZVPD" lumo_ha="-0.1544 / -0.1741" e_homo_ev="-10.9 / -12.6" spin_multiplicity=5 total_charge=+1 s2=6.01
C -2.089 1.695 0.360
Os 1.811 -0.349 0.508
N 1.581 -1.812 -0.874
H 1.011 0.272 -0.838
H 2.552 -2.126 -1.136
H -2.911 1.192 -0.097
H -1.877 2.655 -0.105
H -1.190 1.060 0.254
H -2.214 1.882 1.412
H 1.157 -2.638 -0.463
H 1.093 -1.693 -1.760
N 0.330 -0.888 1.888
C 0.165 -0.023 3.076
C 1.338 0.576 3.463
C 1.274 1.483 4.534
C 0.068 1.729 5.194
C -1.098 1.061 4.793
C -1.062 0.136 3.734
H 0.647 -1.788 2.236
H -0.606 -1.139 1.549
H 2.256 0.375 2.854
H 2.195 1.977 4.821
H 0.051 2.456 6.014
H -2.025 1.277 5.331
H -1.976 -0.394 3.420



E across the listed records, respectively: -18314.928 -99185.415 -10221.322 -76518.820 -103803.256 -85421.304 -83213.951 -10218.811 -119572.085 -8991.552 -8984.152 -8990.706 -8990.998 -8984.114 -10473.517 -12517.476 -32057.535 -12938.099 eV.